1.
A structure of composition C11H14CsN6O4. Source: the Open Molecules 2025 dataset; level of theory: ωB97M-V/def2-TZVPD.

```
! RIJCOSX wB97M-V def2-TZVPD def2/J DEFGRID3
* xyz -1 1
Cs 0.0038 0.2610 -0.2810
O -3.5119 3.7815 -0.0081
C -2.4883 3.0953 -0.1664
O -2.4020 1.8553 -0.3445
C -1.1530 3.8848 -0.1368
C -1.1896 5.2729 -0.0779
C 0.0055 5.9710 -0.0489
C 1.1973 5.2671 -0.0697
C 1.1538 3.8792 -0.1321
N -0.0011 3.2070 -0.1697
C 2.4846 3.0844 -0.1611
O 3.5067 3.7577 0.0539
O 2.3992 1.8541 -0.3997
H -2.1576 5.7520 -0.0531
H 0.0078 7.0553 -0.0066
H 2.1674 5.7413 -0.0354
C 0.6618 -0.6109 5.4751
N 0.4323 -1.9384 4.9347
C -0.5939 -2.6566 5.6833
C 0.3239 -1.9977 3.5265
N 0.1917 -1.0289 2.7269
N 0.4536 -3.3205 3.0967
C 0.1826 -3.8733 1.8513
N 0.2826 -5.2747 1.9294
N -0.0655 -3.1889 0.8151
H 0.9348 -0.7076 6.5256
H -0.2261 0.0333 5.4145
H 1.4824 -0.1290 4.9471
H -0.2680 -2.7754 6.7169
H -0.7613 -3.6441 5.2609
H -1.5498 -2.1162 5.6815
H 0.0324 -0.1593 3.2261
H 0.9452 -3.9182 3.7390
H -0.1975 -5.6749 2.7227
H 0.0303 -5.7373 1.0705
H -0.3141 -3.7966 0.0390
*
```

Output
Frontier orbital gap = 6.505 eV
Relative energy (zero: lowest compared OMol25 entry of this formula, charge and spin) = 0.00 kcal/mol

***

2.
The molecule C11H14F3OP at a distorted geometry. Source: the Open Molecules 2025 dataset; level of theory: ωB97M-V/def2-TZVPD.

```
! RIJCOSX wB97M-V def2-TZVPD def2/J DEFGRID3
* xyz 0 1
C 2.3329 2.1647 1.2940
C 1.6014 0.9227 0.5305
C 2.4388 0.6845 -0.8313
P 2.8944 -1.1601 -1.1340
C 3.8254 -1.8443 0.3830
F 2.9104 -2.2559 1.4114
F 4.4724 -3.0554 -0.0375
F 4.7552 -0.8720 0.8282
O 0.2012 1.2234 0.3426
C -0.4314 0.3475 -0.6221
C -1.9876 0.1091 -0.3769
C -2.4941 -1.3767 -0.3497
C -3.9679 -1.7967 -0.1674
C -5.0482 -0.6984 0.0149
C -4.5663 0.7759 -0.0032
C -3.0655 1.2019 -0.1981
H 2.8432 2.8457 0.5092
H 1.6044 2.8119 1.8847
H 3.1886 1.7434 1.9304
H 1.7566 0.0118 1.2058
H 3.4592 1.2141 -0.7465
H 1.9452 1.0918 -1.7746
H 1.7116 -1.9637 -1.2321
H 0.0705 -0.6912 -0.5524
H -0.2947 0.8339 -1.6553
H -1.7024 -2.1911 -0.5068
H -4.1910 -2.9214 -0.1945
H -6.1233 -1.0399 0.1503
H -5.3670 1.5793 0.1027
H -2.7719 2.3053 -0.2051
*
```

Output
SMILES = C[C@H](CPC(F)(F)F)OCc1ccccc1
Frontier orbital gap = 9.430 eV
Relative energy (zero: lowest compared OMol25 entry of this formula, charge and spin) = 117.97 kcal/mol

***

3.
A structure of composition C11H14N at a distorted geometry. Source: the Open Molecules 2025 dataset; level of theory: ωB97M-V/def2-TZVPD.

```
! RIJCOSX wB97M-V def2-TZVPD def2/J DEFGRID3
* xyz 1 1
C -3.2828 1.5575 -1.1183
C -2.3749 1.4054 -0.3169
C 3.1147 0.0556 -1.4985
C 3.0763 0.0232 -0.1021
C 1.9089 -0.1181 -2.2263
C 1.9055 -0.0344 0.5928
C 0.6733 -0.2272 -1.4835
C 0.6389 -0.2218 -0.0706
C -0.5387 -0.6352 2.2268
C -1.6138 -1.3407 0.0173
C -0.5866 -0.5320 0.7022
N -1.3581 1.1554 0.5689
H -4.1046 2.0833 -1.6125
H 4.1144 0.1185 -1.9492
H 4.0061 0.2161 0.3804
H 1.9537 0.1104 -3.2878
H 1.9708 0.0171 1.6917
H -0.4046 -0.2945 -2.0038
H -1.3195 -1.0912 2.8284
H 0.4810 -1.1799 2.4655
H -0.2896 0.2663 2.6650
H -1.3316 -2.4115 -0.0551
H -2.5256 -1.0997 0.6099
H -1.7787 -0.8575 -0.9762
H -1.7697 1.3454 1.5840
H -0.5649 1.6897 0.3678
*
```

Output
Frontier orbital gap = 9.140 eV
Relative energy (zero: lowest compared OMol25 entry of this formula, charge and spin) = 98.31 kcal/mol

***

4.
The molecule C11H14N2 at a distorted geometry. Source: the Open Molecules 2025 dataset; level of theory: ωB97M-V/def2-TZVPD.

```
! RIJCOSX wB97M-V def2-TZVPD def2/J DEFGRID3
* xyz 0 1
C 1.2532 0.8964 -1.8857
C 0.6821 0.4415 -0.5062
C 1.8747 0.4922 0.4240
C -0.4461 1.3293 -0.0752
C -1.7527 0.3743 0.2907
C -2.0957 0.4682 1.7404
C -2.7062 0.6342 -0.7164
N -3.4354 0.6204 -1.5848
C -1.2102 -0.9970 -0.0389
C -1.4968 -2.3204 0.2541
N -0.4477 -3.0335 -0.2779
C 0.5744 -2.2401 -0.6906
C 0.0798 -0.9056 -0.6308
H 1.6632 1.9052 -1.5814
H 0.4717 0.8793 -2.6737
H 2.1461 0.3853 -2.0868
H 2.0391 1.5411 0.6957
H 2.8741 0.0503 0.0350
H 1.4686 -0.1615 1.3766
H -0.6837 1.9910 -0.8619
H -0.2625 1.9306 0.7523
H -1.9390 1.5520 2.1187
H -1.3699 -0.1200 2.3005
H -3.1483 0.1014 1.8506
H -2.4875 -2.7948 0.4437
H -0.3333 -3.9544 -0.0042
H 1.5326 -2.6181 -0.9832
*
```

Output
SMILES = CC1(C)C[C@@](C)(C#N)c2c[nH]cc21
Frontier orbital gap = 9.106 eV
Relative energy (zero: lowest compared OMol25 entry of this formula, charge and spin) = 48.98 kcal/mol

***

Calculated values (hartree) of DFT total energy for the records, taken in order: -1077.3579, -1143.5194, -481.9106, -536.9920.
Calculated values (eV) of HOMO for the records, taken in order: -4.8, -8.9, -13.1, -8.4.